A 2-piece molecular cluster, C5H16N2O overall, computed with ωB97M-V with the def2-TZVPD basis set.

Bonds (Å) are listed after each position.
CARTESIAN COORDINATES (ANGSTROEM)
1 C -1.609 0.457 -1.924  C2 1.562, H8 1.090, H9 1.089, H10 1.092
2 C -1.403 -0.640 -0.832  C1 1.562, C3 1.503, H11 1.086, H12 1.096
3 C -1.029 -0.125 0.530  C2 1.503, N4 1.507, C5 1.552, H13 1.094
4 N -1.360 -1.215 1.516  C3 1.507, H14 1.015, H15 1.016
5 C 0.505 0.053 0.675  C3 1.552, N6 1.462, H16 1.111, H17 1.092
6 N 0.939 1.441 0.825  C5 1.462, C7 1.455, H18 1.006
7 C 1.928 1.973 -0.101  N6 1.455, H19 1.086, H20 1.115, H21 1.089
8 H -1.552 1.443 -1.464  C1 1.090
9 H -0.858 0.386 -2.710  C1 1.089
10 H -2.613 0.369 -2.345  C1 1.092
11 H -2.223 -1.350 -0.886  C2 1.086
12 H -0.629 -1.335 -1.177  C2 1.096
13 H -1.534 0.793 0.846  C3 1.094
14 H -2.195 -1.695 1.194  N4 1.015
15 H -1.625 -0.857 2.429  N4 1.016
16 H 0.901 -0.411 1.604  C5 1.111
17 H 1.034 -0.499 -0.105  C5 1.092
18 H 0.167 2.068 0.976  N6 1.006
19 H 2.920 1.917 0.337  C7 1.086
20 H 1.942 1.493 -1.107  C7 1.115
21 H 1.700 3.012 -0.329  C7 1.089
22 O 2.554 -2.365 0.749  H23 0.954, H24 0.943
23 H 1.825 -2.055 1.280  O22 0.954
24 H 2.217 -2.857 0.019  O22 0.943

HOMO energy ... -8.360 eV
Energy ... -384.804826 a.u.
Structure (SMILES) ... CC[C@@H](N)CNC.O
ΔE to the lowest compared entry with this formula, charge and spin ... 33.42 kcal per mole

***

A 2-piece molecular cluster, C5H16N2O overall, computed with ωB97M-V with the def2-TZVPD basis set.

Bonds (Å) are listed after each position.
CARTESIAN COORDINATES (ANGSTROEM)
1 C 0.986 2.810 0.677  C2 1.533, H8 1.100, H9 1.091, H10 1.086
2 C 0.370 1.432 0.944  C1 1.533, C3 1.528, C4 1.537, H11 1.097
3 C -1.130 1.540 1.213  C2 1.528, H12 1.091, H13 1.082, H14 1.076
4 C 0.805 0.479 -0.181  C2 1.537, N5 1.440, H15 1.110, H16 1.096
5 N 0.752 -0.928 0.121  C4 1.440, C6 1.439, H17 0.984
6 C 1.024 -1.815 -0.980  N5 1.439, N7 1.442, H18 1.101, H19 1.081
7 N 2.378 -2.284 -1.143  C6 1.442, H20 1.006, H21 1.003
8 H 1.275 2.886 -0.382  C1 1.100
9 H 0.208 3.573 0.734  C1 1.091
10 H 1.854 3.070 1.275  C1 1.086
11 H 0.846 0.912 1.784  C2 1.097
12 H -1.289 2.372 1.900  C3 1.091
13 H -1.502 0.675 1.747  C3 1.082
14 H -1.693 1.677 0.307  C3 1.076
15 H 0.383 0.789 -1.160  C4 1.110
16 H 1.861 0.729 -0.327  C4 1.096
17 H -0.101 -1.186 0.538  N5 0.984
18 H 0.698 -1.311 -1.903  C6 1.101
19 H 0.404 -2.700 -0.971  C6 1.081
20 H 3.074 -1.595 -0.910  N7 1.006
21 H 2.532 -3.200 -0.764  N7 1.003
22 O -4.550 -2.944 -1.073  H23 0.964, H24 0.955
23 H -5.134 -2.183 -1.173  O22 0.964
24 H -4.051 -2.797 -0.273  O22 0.955

HOMO energy ... -8.933 eV
Energy ... -384.820897 a.u.
Structure (SMILES) ... CC(C)CNCN.O
ΔE to the lowest compared entry with this formula, charge and spin ... 23.33 kcal per mole

***

A 2-piece molecular cluster, C5H16N2O overall, computed with ωB97M-V with the def2-TZVPD basis set.

Bonds (Å) are listed after each position.
CARTESIAN COORDINATES (ANGSTROEM)
1 C 1.560 0.405 -0.945  C2 1.551, H8 1.080, H9 1.076, H10 1.089
2 C 1.342 1.467 0.164  C1 1.551, N3 1.442, H11 1.098, H12 1.092
3 N 0.508 1.045 1.262  C2 1.442, C4 1.473, H13 1.008
4 C -0.856 0.714 0.814  N3 1.473, C5 1.573, H14 1.154, H15 1.096
5 C -1.497 -0.483 1.608  C4 1.573, C6 1.511, H16 1.075, H17 1.062
6 C -2.955 -0.775 1.344  C5 1.511, N7 1.478, H18 1.095, H19 1.114
7 N -3.541 -0.708 -0.012  C6 1.478, H20 1.011, H21 1.005
8 H 0.798 -0.264 -1.319  C1 1.080
9 H 1.914 0.748 -1.901  C1 1.076
10 H 2.280 -0.286 -0.509  C1 1.089
11 H 2.384 1.644 0.460  C2 1.098
12 H 0.942 2.333 -0.367  C2 1.092
13 H 0.840 0.295 1.847  N3 1.008
14 H -1.530 1.613 1.078  C4 1.154
15 H -0.923 0.554 -0.268  C4 1.096
16 H -0.767 -1.255 1.437  C5 1.075
17 H -1.334 -0.310 2.643  C5 1.062
18 H -3.219 -1.780 1.690  C6 1.095
19 H -3.527 -0.106 2.027  C6 1.114
20 H -3.241 0.044 -0.617  N7 1.011
21 H -3.533 -1.630 -0.411  N7 1.005
22 O 5.090 -0.970 -3.089  H23 0.966, H24 0.964
23 H 4.634 -1.818 -3.159  O22 0.966
24 H 4.630 -0.478 -3.779  O22 0.964

HOMO energy ... -8.650 eV
Energy ... -384.798976 a.u.
Structure (SMILES) ... CCNCCCN.O
ΔE to the lowest compared entry with this formula, charge and spin ... 37.09 kcal per mole

***

A 2-piece molecular cluster, C5H16N2O overall, computed with ωB97M-V with the def2-TZVPD basis set.

Bonds (Å) are listed after each position.
CARTESIAN COORDINATES (ANGSTROEM)
1 C 0.126 -0.618 1.495  C2 1.551, H8 1.096, H9 1.106, H10 1.085
2 C 1.386 -0.033 0.805  C1 1.551, C3 1.545, H11 1.095, H12 1.092
3 C 1.068 0.415 -0.638  C2 1.545, C4 1.514, N5 1.458, H13 1.096
4 C 2.319 1.025 -1.234  C3 1.514, H14 1.095, H15 1.097, H16 1.104
5 N -0.054 1.346 -0.685  C3 1.458, C6 1.511, H17 1.011
6 C -1.076 1.079 -1.766  N5 1.511, N7 1.454, H18 1.089, H19 1.093
7 N -2.277 0.495 -1.192  C6 1.454, H20 1.008, H21 1.003
8 H -0.608 0.192 1.423  C1 1.096
9 H -0.224 -1.373 0.766  C1 1.106
10 H 0.205 -1.160 2.431  C1 1.085
11 H 1.859 0.704 1.463  C2 1.095
12 H 2.128 -0.834 0.777  C2 1.092
13 H 0.829 -0.553 -1.093  C3 1.096
14 H 2.487 2.094 -1.065  C4 1.095
15 H 3.249 0.516 -0.952  C4 1.097
16 H 2.349 0.907 -2.331  C4 1.104
17 H 0.268 2.301 -0.763  N5 1.011
18 H -1.412 2.002 -2.236  C6 1.089
19 H -0.598 0.311 -2.379  C6 1.093
20 H -2.611 1.092 -0.451  N7 1.008
21 H -2.142 -0.417 -0.797  N7 1.003
22 O -2.729 -3.296 2.734  H23 0.944, H24 0.960
23 H -2.005 -3.343 2.130  O22 0.944
24 H -2.536 -2.850 3.562  O22 0.960

HOMO energy ... -8.791 eV
Energy ... -384.818662 a.u.
Structure (SMILES) ... CC[C@H](C)NCN.O
ΔE to the lowest compared entry with this formula, charge and spin ... 24.74 kcal per mole